{
  "formula": "C4H2FMgO4Tl",
  "method": "ωB97M-V/def2-TZVPD",
  "energy_ha": -926.242900,
  "homo_lumo_gap_ev": 4.9,
  "total_charge": 2,
  "homo_energy_ha": -0.5839,
  "symbols": ["O", "F", "C", "O", "O", "Mg", "O", "C", "H", "H", "Tl", "C", "C"],
  "xyz": [[-1.3458, -1.1367, -1.6224], [1.5628, -0.1438, 1.2995], [-0.9641, 1.0973, 1.0403], [-0.2651, 1.8592, 0.2858], [-0.8269, -2.9437, -0.5453], [-2.1474, 1.9638, 2.6395], [-0.7152, -0.1706, 0.9140], [0.8484, -0.2489, 0.0715], [1.7445, 1.6963, -0.3005], [0.5504, 1.1760, -1.5223], [2.2535, -2.2878, -0.9897], [-1.5039, -2.0140, -0.8119], [0.8087, 1.1527, -0.4583]]
}

---

{
  "formula": "C4H2IN3",
  "method": "ωB97M-V/def2-TZVPD",
  "energy_ha": -615.352210,
  "homo_lumo_gap_ev": [8.0, 6.9],
  "homo_energy_ha": [-0.2798, -0.3218],
  "multiplicity": 3,
  "symbols": ["N", "C", "C", "N", "N", "C", "I", "H", "C", "H"],
  "xyz": [[0.9714, 1.2058, 0.0151], [1.3487, -0.1696, -0.0648], [0.5844, -1.2334, -0.1047], [-1.4015, -2.7219, 0.1166], [-0.3244, 1.5901, 0.1452], [-1.2967, 0.8252, 0.0766], [-3.2618, 0.8132, 0.0795], [2.3297, -0.3477, -0.2378], [-0.5777, -1.9033, 0.0819], [1.6279, 1.9416, -0.1075]]
}

---

{
  "formula": "C4H2INO2",
  "method": "ωB97M-V/def2-TZVPD",
  "energy_ha": -656.386011,
  "homo_lumo_gap_ev": [7.1, 7.0],
  "homo_energy_ha": [-0.3176, -0.3162],
  "symbols": ["H", "C", "H", "C", "C", "O", "O", "I", "C", "N"],
  "xyz": [[-2.5383, 1.0162, -0.0423], [0.5756, 1.5859, -0.0056], [-1.3038, -1.5279, 0.1634], [1.3878, -1.0325, -0.1154], [-0.4552, 0.7915, 0.0874], [-2.0683, -0.9383, 0.0982], [1.1643, -2.1759, -0.1373], [3.2387, -0.0368, -0.0061], [-1.6897, 0.3407, 0.0379], [1.6888, 1.9771, -0.0801]]
}

---

{
  "formula": "C4H2LiLuO2",
  "method": "ωB97M-V/def2-TZVPD",
  "energy_ha": -1546.700920,
  "homo_lumo_gap_ev": [6.9, 5.2],
  "total_charge": 1,
  "homo_energy_ha": [-0.4010, -0.4013],
  "multiplicity": 2,
  "symbols": ["Lu", "C", "C", "O", "H", "O", "C", "Li", "H", "C"],
  "xyz": [[-2.2550, 1.1422, -1.5313], [-1.1395, -1.3118, 0.2857], [0.4570, 0.7406, -0.8287], [-2.0603, -0.5409, -0.1989], [0.9050, -2.0274, -0.2006], [1.2558, 1.1630, 1.3958], [0.1562, -1.2787, 0.0396], [1.0869, -0.2208, 2.6718], [0.6223, 1.0399, -1.8638], [0.9716, 1.2939, 0.2304]]
}

---

{
  "formula": "C4H2LiO",
  "method": "ωB97M-V/def2-TZVPD",
  "energy_ha": -236.134071,
  "homo_lumo_gap_ev": [4.9, 5.7],
  "homo_energy_ha": [-0.2125, -0.2427],
  "multiplicity": 2,
  "symbols": ["H", "O", "C", "C", "C", "C", "Li", "H"],
  "xyz": [[0.9009, -1.4299, -0.2872], [1.8316, 0.3508, 0.1478], [-0.5262, 0.0412, 0.1075], [0.7767, -0.3608, -0.0044], [-2.5360, -0.3192, 0.0422], [-1.6902, 0.5038, -0.4472], [3.2177, -0.0402, 0.0961], [-3.3952, -0.9501, 0.2076]]
}

---

{
  "formula": "C4H2LiO2Sc",
  "method": "ωB97M-V/def2-TZVPD",
  "energy_ha": -1071.797015,
  "homo_lumo_gap_ev": [4.5, 4.5],
  "total_charge": 1,
  "homo_energy_ha": [-0.3883, -0.3919],
  "multiplicity": 2,
  "symbols": ["C", "O", "H", "H", "C", "C", "Sc", "C", "Li", "O"],
  "xyz": [[0.3607, 1.5938, -0.1799], [2.3919, 0.3842, -0.1784], [-1.5801, -1.4516, -1.2602], [-0.1299, 0.3763, 2.0708], [-0.5661, 0.3568, 1.0724], [-0.9839, -0.6984, 0.4269], [0.9166, -2.2526, 1.2429], [1.5801, 1.3022, -0.4183], [-0.6507, 0.9810, -1.8751], [-1.3386, -0.5917, -0.9010]]
}

---

{
  "formula": "C4H2N2O",
  "method": "ωB97M-V/def2-TZVPD",
  "energy_ha": -338.299131,
  "homo_lumo_gap_ev": 10.0,
  "homo_energy_ha": -0.3687,
  "symbols": ["N", "C", "C", "O", "H", "N", "C", "C", "H"],
  "xyz": [[-0.1653, 1.1285, -0.1441], [1.2929, -0.6497, -0.0789], [-2.1996, -0.1068, -0.1296], [-0.0001, -1.0552, -0.0342], [1.9257, 1.2041, 0.2637], [-3.3499, -0.0546, 0.1136], [-0.7865, 0.0447, -0.2075], [1.1035, 0.7077, 0.0997], [2.1793, -1.2186, 0.1171]]
}

---

{
  "formula": "C4H2N2O3",
  "method": "ωB97M-V/def2-TZVPD",
  "energy_ha": -488.762910,
  "homo_lumo_gap_ev": 7.9,
  "smiles": "NN=C=C=C=O.O=C=O",
  "homo_energy_ha": -0.2998,
  "symbols": ["C", "C", "O", "C", "C", "O", "H", "H", "N", "N", "O"],
  "xyz": [[-0.9567, 1.9732, 2.5154], [-1.1426, -0.6635, -0.9486], [-3.5427, -0.4841, -0.6477], [0.1699, -0.5322, -0.9301], [-2.4079, -0.5236, -0.8228], [-0.0545, 1.4152, 2.9384], [2.5352, -1.7046, -0.3182], [3.3456, -0.6989, -1.4935], [1.3519, -0.3253, -1.2420], [2.5224, -0.9654, -1.0462], [-1.8205, 2.5092, 1.9953]]
}

---

Ordered energy relative to the best compared isomer or geometry (same formula, charge and spin) results: 293.6; 39.3; 340.3; 127.7; 245.9; 286.2; 111.0; 139.4; unit kJ/mol.